1.
ORCA calculation (ωB97M-V/def2-TZVPD) on an isolated ion of composition C4H7NO3P and charge -1 at a distorted geometry.

The geometry in ORCA input format:
```
! wB97M-V def2-TZVPD RIJCOSX def2/J DEFGRID3
* xyz -1 3
C -1.302 -0.288 0.399
C -0.951 -1.576 -0.329
C -0.159 -0.383 -0.672
C 1.550 1.664 0.143
N -2.496 0.413 0.441
O 2.523 -0.728 -0.852
O 1.452 -0.743 1.492
O -3.541 0.093 -0.168
P 1.518 -0.199 0.109
H -0.805 -0.142 1.359
H -0.471 -2.329 0.282
H -1.679 -1.951 -1.038
H -0.347 0.091 -1.630
H 2.449 1.966 0.674
H 1.586 2.062 -0.868
H 0.674 2.050 0.658
*
```

* highest occupied orbital energy (spin up / spin down): -4.38 / -5.02 eV
* Kohn-Sham gap (spin up / spin down): 8.3368 / 7.3690 eV
* calculated total energy: -778.43914 a.u.

Atom charges from the Mulliken analysis, given in e for atoms 1 to 2:
1. C 0.002
2. C -0.642

=====

2.
ORCA calculation (ωB97M-V/def2-TZVPD) on CH3ClFNS in the gas phase at a distorted geometry.

The geometry in ORCA input format:
```
! wB97M-V def2-TZVPD RIJCOSX def2/J DEFGRID3
* xyz 0 1
C 0.508 -0.556 -0.855
N -0.529 1.478 0.497
F 1.811 -0.953 -0.900
S 0.064 0.070 0.950
Cl -1.389 -1.324 1.745
H 0.401 0.457 -1.383
H -0.042 -1.309 -1.364
H -0.824 2.137 1.310
*
```

* highest occupied orbital energy: -9.43 eV
* ΔE to the lowest compared entry with this formula, charge and spin: 36.00 kcal per mole
* Kohn-Sham gap: 9.1209 eV
* calculated total energy: -1052.81842 a.u.

Atom charges from the Mulliken analysis, given in e for atoms 1 to 2:
1. C -0.087
2. N -0.554

=====

3.
ORCA calculation (ωB97M-V/def2-TZVPD) on a 4-piece molecular cluster, CH7O5 overall at a distorted geometry.

The geometry in ORCA input format:
```
! wB97M-V def2-TZVPD RIJCOSX def2/J DEFGRID3
* xyz -1 1
O -0.770 1.326 1.793
C 0.298 1.016 1.177
O 0.536 0.067 0.330
H 1.098 1.674 1.419
H 3.114 -0.083 -0.719
H 3.000 -1.136 -1.681
O 3.588 -0.417 -1.479
H -0.363 -1.614 -0.311
H -1.536 -1.569 -1.248
O -0.941 -2.296 -0.811
H -2.821 -0.092 0.061
H -1.984 1.272 0.162
O -2.700 0.752 -0.426
*
```

* highest occupied orbital energy: -5.29 eV
* ΔE to the lowest compared entry with this formula, charge and spin: 20.45 kcal per mole
* Kohn-Sham gap: 9.2656 eV
* calculated total energy: -418.57473 a.u.

Atom charges from the Mulliken analysis, given in e for atoms 1 to 2:
1. O -0.730
2. C -0.029

=====

4.
ORCA calculation (ωB97M-V/def2-TZVPD) on an isolated ion of composition C26H50Cl2N3O2 and charge +1 at a distorted geometry.

The geometry in ORCA input format:
```
! wB97M-V def2-TZVPD RIJCOSX def2/J DEFGRID3
* xyz 1 1
C 7.000 -1.553 1.495
C 6.801 -0.674 0.272
C 5.400 -0.806 -0.353
C 4.777 0.543 -0.777
C 3.531 0.910 0.065
C 3.442 2.396 0.464
C 2.392 3.189 -0.307
C 0.972 2.633 -0.151
C -0.048 3.613 0.466
C -1.345 3.757 -0.342
C -2.602 3.302 0.401
C -3.788 3.121 -0.560
C -4.544 1.807 -0.381
C -3.964 0.691 -1.239
C -2.729 0.081 -0.559
N -2.958 -1.326 -0.260
C -1.798 -2.140 0.077
C -1.583 -3.321 -0.898
C -1.325 -4.647 -0.189
C -2.524 -5.213 0.552
N -3.728 -4.403 0.586
O -2.455 -6.319 1.084
C -0.464 -1.360 0.267
C -0.119 -1.096 1.732
Cl 1.616 -0.653 1.727
C -1.015 -0.056 2.446
C -2.323 -0.627 2.942
Cl -0.177 0.589 3.907
N -0.320 -0.080 -0.524
C -1.479 0.276 -1.411
C -1.511 -0.480 -2.730
C -0.174 -0.814 -3.357
O -0.066 -1.691 -4.207
H 7.116 -2.597 1.226
H 6.153 -1.452 2.167
H 7.891 -1.264 2.041
H 7.029 0.361 0.496
H 7.527 -0.982 -0.477
H 4.755 -1.323 0.352
H 5.469 -1.447 -1.226
H 5.501 1.342 -0.699
H 4.452 0.432 -1.804
H 3.478 0.312 0.970
H 2.657 0.643 -0.525
H 4.412 2.864 0.361
H 3.137 2.442 1.506
H 2.677 3.311 -1.348
H 2.383 4.185 0.125
H 1.029 1.761 0.501
H 0.593 2.270 -1.105
H 0.406 4.581 0.626
H -0.317 3.242 1.452
H -1.280 3.238 -1.296
H -1.495 4.811 -0.557
H -2.830 4.081 1.119
H -2.396 2.407 0.993
H -4.480 3.939 -0.406
H -3.418 3.158 -1.581
H -4.508 1.502 0.663
H -5.595 1.956 -0.599
H -4.720 -0.069 -1.394
H -3.705 1.117 -2.205
H -2.622 0.605 0.386
H -3.525 -1.763 -0.969
H -1.983 -2.605 1.040
H -2.462 -3.434 -1.524
H -0.759 -3.118 -1.578
H -1.071 -5.389 -0.937
H -0.486 -4.577 0.498
H -4.505 -4.984 0.292
H -3.900 -4.205 1.567
H 0.313 -2.022 -0.089
H -0.193 -2.038 2.258
H -1.169 0.830 1.843
H -2.862 -1.194 2.190
H -2.177 -1.232 3.827
H -2.967 0.197 3.231
H 0.578 -0.093 -1.005
H -0.226 0.684 0.151
H -1.401 1.339 -1.623
H -2.107 -1.380 -2.674
H -2.022 0.157 -3.446
H 0.733 -0.248 -3.050
*
```

* highest occupied orbital energy: -12.52 eV
* SMILES: CCCCCCCCCCCCCC[C@H]1N[C@@H](CCC(N)=O)[C@H]([C@@H](Cl)[C@@H](C)Cl)[NH2+][C@H]1CC=O
* Kohn-Sham gap: 9.7436 eV
* calculated total energy: -2255.52675 a.u.

Atom charges from the Mulliken analysis, given in e for atoms 1 to 2:
1. C -1.272
2. C -0.406

=====

5.
ORCA calculation (ωB97M-V/def2-TZVPD) on an isolated ion of composition C4H13N2O and charge +1 at a distorted geometry.

The geometry in ORCA input format:
```
! wB97M-V def2-TZVPD RIJCOSX def2/J DEFGRID3
* xyz 1 1
N 0.161 -1.259 -1.169
C -1.194 -0.581 -1.080
C -1.498 -0.822 0.553
N -0.298 -0.323 1.134
C 0.139 1.106 1.139
C 1.550 1.333 0.651
O 1.389 1.059 -0.817
H 0.643 -0.838 -0.290
H 0.078 -2.327 -1.362
H 0.628 -1.023 -2.006
H -1.734 -1.257 -1.766
H -1.129 0.439 -1.479
H -1.740 -1.855 0.705
H -2.432 -0.235 0.625
H -0.317 -0.685 2.054
H -0.059 1.687 2.043
H -0.583 1.719 0.491
H 1.739 2.541 0.734
H 2.424 0.638 0.971
H 2.233 0.682 -1.129
*
```

* highest occupied orbital energy: -13.94 eV
* SMILES: [NH3+]CCNCCO
* ΔE to the lowest compared entry with this formula, charge and spin: 80.79 kcal per mole
* Kohn-Sham gap: 10.8097 eV
* calculated total energy: -344.63811 a.u.

Atom charges from the Mulliken analysis, given in e for atoms 1 to 2:
1. N -0.318
2. C -0.627

=====

6.
ORCA calculation (ωB97M-V/def2-TZVPD) on C14H27AlBCl10F4LiMgN3NaO8PS as an isolated structure at a distorted geometry.

The geometry in ORCA input format:
```
! wB97M-V def2-TZVPD RIJCOSX def2/J DEFGRID3
* xyz 3 1
N -2.770 1.815 -0.698
C -1.999 1.318 -1.681
N -1.814 -0.009 -1.703
C -0.631 -0.403 -2.527
C -0.670 0.230 -3.857
C -0.953 1.730 -3.810
C 0.260 2.460 -4.291
C 0.396 3.942 -3.921
C 1.424 4.149 -2.830
C 1.455 5.635 -2.427
S 0.686 6.024 -0.883
O 1.402 5.490 0.199
O 0.381 7.377 -0.816
Cl -1.214 4.983 -0.817
N -1.384 2.214 -2.487
H -3.664 2.342 -0.831
H -2.422 1.739 0.233
H -1.564 -0.217 -0.737
H 0.243 -0.153 -1.935
H -0.652 -1.474 -2.675
H 0.294 0.048 -4.314
H -1.387 -0.233 -4.516
H -1.753 1.899 -4.512
H 0.234 2.427 -5.368
H 1.106 1.871 -3.964
H 0.745 4.479 -4.784
H -0.509 4.376 -3.510
H 1.194 3.531 -1.964
H 2.405 3.866 -3.181
H 0.994 6.236 -3.194
H 2.481 5.956 -2.318
H -0.574 2.530 -1.962
Cl -3.942 3.755 0.509
C -2.639 -4.587 3.153
O -1.298 -4.376 2.790
C -1.050 -4.156 1.414
C -0.859 -2.674 1.089
O -2.069 -1.961 1.260
C -2.214 -1.161 2.443
H -2.729 -4.501 4.242
H -3.309 -3.837 2.678
H -2.939 -5.613 2.863
H -1.864 -4.578 0.797
H -0.124 -4.715 1.190
H -0.597 -2.569 0.020
H -0.036 -2.246 1.667
H -1.647 -0.230 2.337
H -1.890 -1.684 3.343
H -3.269 -0.912 2.535
C 1.975 -1.886 4.303
Cl 3.303 -1.631 5.409
Cl 2.184 -3.462 3.485
Cl 0.446 -1.890 5.204
Cl 1.941 -0.617 3.101
O 4.988 1.242 2.390
P 4.121 2.053 1.447
O 2.902 2.581 2.216
O 3.678 1.134 0.322
O 4.866 3.199 0.788
Mg -0.937 3.553 1.204
C -0.344 -5.853 6.407
Cl 0.291 -6.221 8.040
Cl -1.375 -4.427 6.509
Cl 0.980 -5.502 5.297
Cl -1.264 -7.233 5.830
Na 3.078 -6.146 8.320
Li -5.144 -4.794 2.556
B 3.110 0.074 -4.769
F 2.428 0.354 -5.957
F 3.335 1.295 -4.086
F 2.229 -0.726 -3.934
F 4.280 -0.594 -4.991
Al -0.336 -4.636 -1.340
*
```

* highest occupied orbital energy: -13.87 eV
* Kohn-Sham gap: 3.7538 eV
* calculated total energy: -7692.87967 a.u.

Atom charges from the Mulliken analysis, given in e for atoms 1 to 2:
1. N -0.245
2. C 0.513

=====

7.
ORCA calculation (ωB97M-V/def2-TZVPD) on C5H7F3O5S as an isolated structure at a distorted geometry.

The geometry in ORCA input format:
```
! wB97M-V def2-TZVPD RIJCOSX def2/J DEFGRID3
* xyz 0 1
C 0.532 -0.821 -0.248
C 0.954 -2.473 -1.902
C -1.597 2.321 0.161
C 1.142 0.454 0.359
C -0.194 1.080 1.688
O -0.543 -1.292 -0.009
O 1.586 2.900 -0.737
O 0.356 1.238 -2.000
O 1.386 -1.372 -1.180
O -1.419 1.487 1.300
F -0.242 0.199 2.664
F 0.641 2.150 2.140
F 2.665 0.813 -1.582
S 1.353 1.533 -1.008
H 0.734 -2.251 -2.916
H 0.001 -2.619 -1.507
H 1.491 -3.323 -1.659
H -2.653 2.332 0.039
H -1.205 1.841 -0.740
H -1.329 3.275 0.340
H 1.812 0.183 1.160
*
```

* highest occupied orbital energy: -11.29 eV
* ΔE to the lowest compared entry with this formula, charge and spin: 0.00 kcal per mole
* Kohn-Sham gap: 11.7779 eV
* calculated total energy: -1268.60885 a.u.

Atom charges from the Mulliken analysis, given in e for atoms 1 to 2:
1. C 0.727
2. C -0.932

=====

8.
ORCA calculation (ωB97M-V/def2-TZVPD) on C19H38N2O2 in the gas phase.

The geometry in ORCA input format:
```
! wB97M-V def2-TZVPD RIJCOSX def2/J DEFGRID3
* xyz 0 1
C -3.009 -0.155 2.565
C -1.541 -0.317 2.940
C -0.682 0.752 2.268
C 0.803 0.571 2.571
H 0.953 0.598 3.654
H 1.139 -0.402 2.212
C 1.671 1.658 1.924
C 1.706 1.450 0.416
O 2.366 0.580 -0.119
N 0.968 2.332 -0.296
H 0.350 2.965 0.186
C 0.937 2.345 -1.737
H 1.147 3.361 -2.087
C -0.406 1.881 -2.329
N -0.547 0.444 -2.271
C -1.482 -0.182 -1.523
O -2.208 0.423 -0.758
C -1.566 -1.688 -1.731
C -0.925 -2.407 -0.536
C 0.595 -2.279 -0.526
C 1.229 -3.011 0.654
C 2.739 -2.809 0.676
H 3.198 -3.277 -0.193
H 3.176 -3.244 1.572
H 2.971 -1.747 0.648
H 0.797 -2.634 1.584
H 0.996 -4.078 0.595
H 0.883 -1.228 -0.477
H 1.001 -2.690 -1.455
H -1.194 -3.466 -0.576
H -1.340 -1.993 0.383
H -1.026 -1.964 -2.644
C -3.041 -2.077 -1.886
C -3.652 -1.493 -3.154
H -4.689 -1.803 -3.252
H -3.622 -0.406 -3.122
H -3.108 -1.830 -4.035
H -3.124 -3.166 -1.908
H -3.588 -1.710 -1.016
H 0.086 -0.100 -2.836
C -0.542 2.351 -3.777
H 0.290 1.982 -4.373
H -1.470 1.979 -4.204
H -0.550 3.436 -3.826
H -1.228 2.283 -1.724
H 1.738 1.680 -2.071
C 3.108 1.609 2.458
C 3.943 2.779 1.952
H 4.010 2.756 0.867
H 3.499 3.727 2.251
H 4.950 2.729 2.359
H 3.085 1.620 3.550
H 3.563 0.671 2.135
H 1.240 2.640 2.149
H -1.007 1.736 2.618
H -0.854 0.709 1.192
H -1.192 -1.304 2.628
H -1.424 -0.256 4.025
H -3.401 0.779 2.961
H -3.603 -0.974 2.964
H -3.115 -0.134 1.483
*
```

* highest occupied orbital energy: -9.40 eV
* SMILES: CCCC[C@@H](CC)C(=O)NC[C@@H](C)NC(=O)[C@H](CC)CCCC
* ΔE to the lowest compared entry with this formula, charge and spin: 0.00 kcal per mole
* Kohn-Sham gap: 10.1964 eV
* calculated total energy: -1006.83381 a.u.

Atom charges from the Mulliken analysis, given in e for atoms 1 to 2:
1. C -1.301
2. C -0.341